# 1
Entry from the OMol25 dataset: C27H31BiN6O2S2Se2 as an isolated structure (wB97M-V/def2-TZVPD).

Element x y z (Å)
Bi 1.03 0.90 0.21
C -0.41 0.37 4.84
C -0.10 0.84 3.46
N 0.90 0.44 2.77
N 1.81 -0.43 3.28
C 3.05 -0.48 2.76
N 3.93 -1.30 3.35
S 3.53 0.44 1.43
C -0.95 1.88 2.84
C -2.18 2.23 3.39
C -2.90 3.26 2.81
C -2.37 3.92 1.72
C -1.15 3.50 1.23
N -0.45 2.50 1.76
H 0.47 -0.01 5.36
H -1.16 -0.43 4.81
H -0.82 1.19 5.44
H 1.59 -0.97 4.11
H 3.73 -1.78 4.21
H 4.87 -1.31 3.00
H -2.57 1.70 4.24
H -3.87 3.53 3.21
H -2.89 4.74 1.25
H -0.69 4.00 0.39
O -1.44 1.38 -0.80
S -2.03 0.18 -0.21
O -2.91 0.35 0.90
N -0.66 -0.60 0.24
C -0.42 -1.97 0.25
C -1.30 -2.94 0.68
C -1.01 -4.31 0.52
C 0.17 -4.72 -0.02
C 1.15 -3.76 -0.38
C 2.42 -4.09 -0.89
C 3.32 -3.10 -1.18
C 2.96 -1.77 -0.94
N 1.78 -1.42 -0.47
C 0.86 -2.39 -0.21
C -2.86 -0.72 -1.48
C -2.71 -0.30 -2.80
C -3.39 -0.98 -3.80
C -4.19 -2.06 -3.48
C -4.35 -2.46 -2.16
C -3.71 -1.77 -1.15
H -2.24 -2.64 1.13
H -1.74 -5.04 0.84
H 0.38 -5.77 -0.17
H 2.68 -5.13 -1.05
H 4.30 -3.33 -1.57
H 3.66 -0.97 -1.14
H -2.10 0.56 -3.02
H -3.29 -0.65 -4.83
H -4.72 -2.59 -4.27
H -5.00 -3.29 -1.92
H -3.90 -2.00 -0.11
C 0.61 -0.34 -3.34
Se 1.79 1.03 -2.63
C 0.69 2.64 -2.94
C 1.47 3.89 -2.57
Se 1.95 3.99 -0.65
C 3.89 4.04 -0.86
H -0.12 -0.65 -2.60
H 1.24 -1.18 -3.62
H 0.12 0.05 -4.23
H -0.23 2.53 -2.37
H 0.46 2.65 -4.01
H 0.87 4.77 -2.79
H 2.40 3.95 -3.12
H 4.15 4.86 -1.53
H 4.26 3.09 -1.24
H 4.31 4.24 0.12

Output
E in eV: -199727.871
Net charge: +2
E_LUMO in eV: -5.69
Frontier orbital gap in eV: 7.55
E_HOMO in Ha: -0.486

***

# 2
Entry from the OMol25 dataset: one molecule with the formula C5H8O3 at a distorted geometry (wB97M-V/def2-TZVPD).

Element x y z (Å)
C -2.17 1.02 -0.54
C -1.17 0.05 0.01
C 0.22 0.21 0.77
C 2.27 0.10 -0.10
C 0.15 -0.27 -0.59
H -2.70 0.21 -1.14
H -2.97 1.35 0.18
H -1.71 1.83 -0.96
H -2.59 -1.12 1.01
H 0.11 -0.60 1.61
H 3.03 -0.57 0.29
H 2.73 0.72 -0.94
H 0.18 0.55 -1.36
O -1.86 -1.11 0.45
O 1.47 0.95 0.74
O 1.41 -0.97 -0.69

Output
E in eV: -11450.680
E_LUMO in eV: 0.72
Frontier orbital gap in eV: 9.74
E_HOMO in Ha: -0.332
Structure (SMILES): CC1(O)[C@@H]2OCO[C@H]21

***

# 3
Entry from the OMol25 dataset: C36H39MnN4O3P as an isolated structure (wB97M-V/def2-TZVPD).

Element x y z (Å)
Mn -0.15 -0.62 -0.71
C -5.08 0.89 0.86
N -3.97 1.06 -0.08
C -4.05 2.19 -1.00
C -2.95 0.22 -0.13
O -2.01 0.35 -0.93
C -2.97 -0.96 0.84
O -1.73 -1.67 0.78
C -1.83 -3.06 0.52
C -1.49 -3.34 -0.94
O -1.00 -2.42 -1.62
N -1.69 -4.56 -1.42
C -2.15 -5.69 -0.61
C -1.31 -4.89 -2.79
H -5.65 1.82 0.87
H -4.72 0.72 1.87
H -5.75 0.08 0.55
H -3.94 3.12 -0.44
H -5.02 2.18 -1.50
H -3.26 2.12 -1.74
H -3.80 -1.62 0.59
H -3.11 -0.59 1.86
H -2.82 -3.43 0.79
H -1.10 -3.57 1.16
H -2.73 -5.37 0.25
H -1.30 -6.28 -0.26
H -2.78 -6.33 -1.23
H -1.00 -3.99 -3.30
H -2.16 -5.34 -3.30
H -0.49 -5.61 -2.78
C 2.21 -0.62 -4.50
C 3.28 -1.43 -4.18
C 3.42 -1.90 -2.89
C 2.48 -1.54 -1.93
N 1.43 -0.77 -2.25
C 1.30 -0.32 -3.50
C 2.58 -1.97 -0.51
C 3.76 -2.47 0.02
C 3.82 -2.78 1.37
C 2.70 -2.58 2.16
C 1.56 -2.08 1.56
N 1.49 -1.79 0.26
H 2.07 -0.23 -5.50
H 4.01 -1.70 -4.94
H 4.25 -2.54 -2.63
H 0.44 0.30 -3.70
H 4.64 -2.60 -0.59
H 4.73 -3.17 1.81
H 2.70 -2.80 3.22
H 0.66 -1.90 2.13
C 4.49 1.15 2.90
C 3.34 1.53 3.58
C 2.14 1.68 2.90
C 2.08 1.45 1.54
C 3.23 1.07 0.85
C 4.43 0.93 1.53
P 0.56 1.56 0.55
C 0.83 2.96 -0.57
C 0.10 3.00 -1.75
C 0.25 4.07 -2.63
C 1.13 5.09 -2.32
C 1.87 5.05 -1.14
C 1.71 3.99 -0.27
C -0.75 2.10 1.69
C -1.18 1.21 2.68
C -2.20 1.56 3.55
C -2.82 2.80 3.43
C -2.41 3.68 2.44
C -1.38 3.33 1.57
H 5.43 1.05 3.43
H 3.39 1.72 4.65
H 1.26 2.00 3.45
H 3.20 0.91 -0.22
H 5.33 0.65 0.99
H -0.60 2.21 -1.99
H -0.33 4.10 -3.55
H 1.25 5.92 -3.01
H 2.55 5.85 -0.91
H 2.29 3.96 0.65
H -0.70 0.24 2.78
H -2.50 0.88 4.34
H -3.61 3.08 4.11
H -2.88 4.65 2.35
H -1.06 4.04 0.81

Output
E in eV: -90668.173
Net charge: +2
E_LUMO (spin up / spin down) in eV: -5.22 / -5.34
Multiplicity: 6
Frontier orbital gap (spin up / spin down) in eV: 7.59 / 8.00
E_HOMO (spin up / spin down) in Ha: -0.471 / -0.490

***

# 4
Entry from the OMol25 dataset: a 9-piece molecular cluster, C5H28N2O9 overall at a distorted geometry (wB97M-V/def2-TZVPD).

Element x y z (Å)
C -1.67 1.43 -0.25
N -0.59 1.23 0.81
C -0.99 1.93 2.01
C 0.72 1.52 0.32
C -2.61 0.21 -0.24
N -2.11 -1.00 -0.67
C -2.18 -2.07 0.22
O -1.46 -3.05 -0.16
H -1.14 1.36 -1.21
H -2.21 2.43 -0.16
H -1.56 2.77 1.62
H -0.13 2.31 2.70
H -1.60 1.18 2.49
H 0.99 2.61 0.21
H 1.02 1.05 -0.69
H 1.49 1.24 0.96
H -2.96 0.15 0.73
H -3.54 0.42 -0.91
H -1.31 -1.12 -1.30
H -2.81 -1.99 1.09
H 0.33 -0.43 1.80
H 0.26 -1.90 1.43
O 0.85 -1.27 1.88
H 4.23 -0.48 2.07
H 3.44 -1.74 2.28
O 4.31 -1.41 1.95
H 2.96 1.32 -2.13
H 3.40 2.78 -1.80
O 3.57 2.03 -2.27
H 0.90 -0.67 -3.36
H 1.41 -1.20 -2.14
O 1.17 -0.33 -2.55
H -2.69 1.61 -2.71
H -2.54 3.02 -3.13
O -2.69 2.19 -3.54
H 0.66 -3.60 -1.46
H -0.74 -3.31 -1.82
O 0.17 -2.85 -1.73
H 1.90 -0.89 -0.68
H 3.30 -1.12 -0.18
O 2.78 -0.56 -0.71
H -0.87 -0.54 3.81
H -0.32 -1.88 3.91
O -1.13 -1.43 3.54

Output
E in eV: -27044.069
E_LUMO in eV: 0.26
Frontier orbital gap in eV: 9.64
E_HOMO in Ha: -0.344
Structure (SMILES): CN(C)CCNC=O.O.O.O.O.O.O.O.O

***

Question: Look up the E of the third one.
Answer: -90668.173 eV